(1)
14
Properties=species:S:1:pos:R:3:forces:R:3 method="wB97M-V/def2-TZVPD" fmax_ha_per_bohr=0.1196 smiles=NCO.CO de_lowest_kj_mol=178.3 lumo_energy_ev=0.67 total_charge=0
C 2.516935 0.784027 0.959122 -2.27 0.35 -0.10
O 2.319297 0.191050 -0.341547 -1.13 -1.83 0.08
H 2.889678 0.050251 1.717605 -0.04 1.17 -0.63
H 3.013157 1.684171 0.703543 2.30 0.22 0.09
H 1.640754 1.445504 1.322021 0.07 -2.16 -0.09
H 1.902336 -0.735126 -0.352433 0.98 2.18 0.66
N -2.241949 -0.430740 -1.521519 -1.19 -4.51 4.02
C -2.026600 -0.821201 -0.058759 2.28 2.57 -1.88
O -1.055602 0.110848 0.462998 0.49 0.21 0.49
H -2.918935 0.236020 -1.606633 -1.65 2.21 -0.37
H -1.407060 -0.270439 -1.960722 2.18 0.68 -1.24
H -2.781507 -0.574726 0.651171 -1.58 -0.54 -0.37
H -1.570884 -1.786268 0.130153 -0.58 -0.60 -0.68
H -0.279620 0.116629 -0.105000 0.12 0.04 0.01


(2)
181
Properties=species:S:1:pos:R:3:forces:R:3 method="wB97M-V/def2-TZVPD" fmax_ha_per_bohr=0.1982 de_lowest_kj_mol=493.4 lumo_energy_ev=-8.90 total_charge=+5
K -0.091214 5.347876 2.664027 0.22 -0.20 -0.32
C 5.057846 -2.900774 10.081467 0.39 -1.44 -0.61
C 4.958526 -2.775454 8.546217 -0.39 -0.65 -0.04
C 5.394656 -3.987094 7.692877 -1.74 -0.05 -1.63
N 5.687656 -3.626274 6.225797 1.13 2.67 1.06
C 7.015226 -2.872534 6.320487 0.19 -0.57 -0.72
C 5.859326 -4.844524 5.330567 1.23 1.00 -0.20
C 5.783586 -4.241904 3.924817 0.89 -0.30 0.06
C 4.652006 -3.226154 4.060587 -0.66 -0.68 -0.88
C 4.688626 -2.647174 5.461747 -0.51 -1.06 0.71
H 4.513446 -2.090894 10.567087 0.60 0.01 0.12
H 6.080306 -3.114034 10.393257 0.33 1.24 0.12
H 4.674476 -3.848914 10.458507 -0.94 -0.05 -0.34
H 5.428266 -1.853074 8.204687 0.04 -0.03 0.09
H 3.902196 -2.751484 8.278467 -0.14 0.73 0.20
H 4.496996 -4.540884 7.417907 -0.09 -0.80 1.35
H 6.199606 -4.643944 8.022597 -0.06 0.22 0.10
H 6.934696 -1.894814 6.795537 -0.53 0.00 -0.58
H 7.363076 -2.855454 5.287617 0.48 0.55 0.39
H 7.709106 -3.392994 6.980607 -0.05 -0.50 -0.37
H 6.835276 -5.218224 5.640377 -0.03 -0.34 -0.36
H 5.123726 -5.641244 5.441127 -0.32 0.47 0.55
H 6.693606 -3.771844 3.551977 0.27 0.22 0.65
H 5.714306 -5.045244 3.191377 -0.91 0.06 0.00
H 4.692216 -2.459884 3.286437 -0.05 -0.04 0.12
H 3.735876 -3.802084 3.929747 -0.25 0.27 -0.06
H 4.839416 -1.567654 5.461547 1.47 -0.22 0.36
H 3.736956 -2.661264 5.992987 -0.14 -0.78 -0.11
C 0.802006 0.956896 7.805607 0.61 0.93 -0.59
C 0.606616 0.738346 9.315217 -1.76 -1.49 -0.34
C -0.822904 0.024036 9.621547 0.74 0.61 1.32
N -1.223034 0.029646 11.155077 -0.59 -1.43 -2.16
C -1.677324 1.393216 11.582597 1.65 0.39 0.42
C -0.050184 -0.669594 11.932117 -0.75 1.02 0.20
C -0.716274 -1.264934 13.142817 -0.46 0.27 -0.13
C -2.051604 -1.778254 12.598617 -0.11 -0.12 0.00
C -2.449174 -0.972124 11.329507 0.46 1.28 1.77
H 0.844646 0.055446 7.194317 -0.22 -0.31 0.41
H 1.750986 1.451506 7.598497 0.47 -0.23 0.48
H 0.179666 1.655606 7.246497 -0.90 -0.11 0.61
H 0.762156 1.598526 9.966377 -0.26 0.27 -0.44
H 1.395196 0.038286 9.591187 -0.12 -0.14 0.25
H -0.853504 -1.041484 9.393907 0.56 0.05 -0.19
H -1.698864 0.424306 9.111087 0.31 0.55 -0.10
H -2.441734 1.854166 10.957057 -0.12 -0.71 -0.13
H -0.792844 2.023356 11.489197 -0.06 0.18 0.16
H -1.977114 1.411526 12.630397 -0.07 -0.27 -0.12
H 0.716756 0.049926 12.218817 -0.02 0.11 -0.47
H 0.313456 -1.404924 11.214377 0.11 -0.01 0.24
H -0.911554 -0.515344 13.909677 0.23 0.24 -0.12
H -0.177714 -2.058544 13.660747 0.25 0.06 -0.36
H -2.761214 -1.511734 13.381887 -0.39 -0.96 -0.22
H -1.899634 -2.844474 12.430727 -0.79 0.03 -0.06
H -3.285084 -0.332814 11.613477 0.12 0.16 -0.01
H -2.843654 -1.445194 10.430247 1.06 -0.36 -0.14
C -6.234914 -7.523814 4.585107 0.41 -1.54 1.56
C -6.470624 -6.711534 3.373447 -0.60 -0.59 -1.01
C -5.145244 -6.580454 2.555717 -0.49 0.16 0.19
N -5.236704 -5.942224 1.184197 0.05 1.49 -1.37
C -6.283154 -6.670244 0.330997 0.33 0.99 1.58
C -5.673184 -4.402844 1.403657 4.14 -1.02 1.15
C -4.230724 -3.774784 1.690927 0.84 -0.72 -1.99
C -3.125654 -4.652114 0.889407 -0.19 0.18 1.85
C -3.843984 -5.900234 0.427277 -0.89 0.31 -0.19
H -7.149464 -7.603864 5.172717 0.11 0.54 0.27
H -5.393104 -7.201564 5.197987 -0.17 0.32 0.21
H -6.045474 -8.583324 4.412897 0.28 -0.03 -0.60
H -6.991934 -5.816844 3.713817 0.81 0.74 -0.35
H -7.309664 -7.230704 2.910227 0.34 -0.13 -0.87
H -4.599944 -7.501714 2.350727 -0.57 -0.43 0.37
H -4.496814 -6.019904 3.229077 0.31 0.42 -0.50
H -6.302184 -6.187964 -0.646313 -0.18 -0.21 0.17
H -7.142244 -6.458494 0.967577 -0.59 -0.37 -0.94
H -6.104574 -7.744984 0.297147 0.22 0.18 -0.08
H -6.125674 -3.924144 0.535217 -0.37 -0.60 0.28
H -6.096254 -4.356314 2.407127 -1.16 -0.06 -0.83
H -4.135584 -2.807124 1.198287 -0.36 0.23 0.58
H -3.969144 -3.712444 2.747227 -0.30 0.05 -0.14
H -2.581254 -4.031264 0.177877 -0.74 -0.27 -0.69
H -2.278774 -5.003124 1.479067 -0.26 0.32 0.82
H -3.971444 -5.833234 -0.653173 -0.89 -0.18 0.08
H -3.317204 -6.841344 0.585107 -0.16 0.07 0.41
C -3.708904 7.922146 -0.409793 0.24 -2.07 -0.50
C -4.770814 6.843286 -0.793463 0.70 -0.68 -0.24
C -4.599614 5.388686 -0.173583 -1.80 0.43 -1.00
N -5.571634 4.349046 -0.827803 -1.40 -1.55 1.64
C -5.463644 3.002986 0.029017 1.02 1.05 0.12
C -5.309454 4.017496 -2.285593 -0.25 0.45 -0.63
C -6.680554 3.977556 -2.976953 -0.17 0.85 -0.26
C -7.758154 4.011836 -1.901393 0.26 -0.52 0.77
C -7.079984 4.815196 -0.758593 0.05 -0.07 -1.48
H -3.744144 8.073266 0.669097 -0.38 1.20 -0.29
H -3.778054 8.670046 -1.199713 -0.48 0.90 1.07
H -2.681304 7.599546 -0.577293 0.09 -0.67 -0.13
H -4.832074 6.825426 -1.881593 0.29 -0.39 -0.12
H -5.754564 7.227616 -0.523963 0.10 -0.09 0.41
H -5.002044 5.474336 0.835777 0.47 -0.29 0.23
H -3.656024 4.845206 -0.222223 0.31 0.72 0.00
H -5.582794 3.209306 1.092657 -0.39 0.50 -0.16
H -4.436924 2.643286 -0.038623 0.11 0.22 -0.44
H -6.091374 2.142446 -0.202323 -0.46 0.72 -0.76
H -4.772634 3.086326 -2.466853 0.20 0.11 0.75
H -4.725424 4.847286 -2.683683 0.13 -0.25 0.01
H -6.831944 3.196946 -3.722493 0.28 -0.16 0.30
H -6.787204 4.913396 -3.525523 0.06 0.00 -0.18
H -8.059474 3.016076 -1.576163 0.08 -0.06 0.06
H -8.643654 4.478506 -2.332923 -0.01 0.21 0.50
H -7.478964 4.783196 0.255257 0.25 -0.55 -0.06
H -7.184494 5.850766 -1.082273 0.69 0.07 0.14
C 4.806586 5.666026 -5.574043 -0.07 1.62 1.41
C 5.327516 5.045766 -6.791633 1.51 -0.89 -1.73
C 6.879096 5.351856 -7.088163 -2.36 -1.56 -0.68
N 7.234046 4.630546 -8.430223 1.71 0.89 -1.05
C 6.694296 5.506326 -9.602183 -0.63 -1.63 0.01
C 6.822886 3.108956 -8.558133 -0.16 1.73 0.00
C 7.818216 2.474056 -9.498823 0.43 -1.45 0.54
C 9.050786 3.270716 -9.512263 1.63 4.27 -0.95
C 8.811536 4.469396 -8.524993 -1.34 -1.29 0.85
H 4.373096 6.649886 -5.753543 0.10 0.08 0.08
H 5.674496 5.792946 -4.926963 -0.23 0.18 0.60
H 4.055376 5.084146 -5.039993 0.09 -0.12 -0.23
H 4.774216 5.307086 -7.693683 -0.20 -0.05 0.14
H 5.188826 3.979646 -6.612043 0.41 -0.23 -0.57
H 7.481206 4.938436 -6.279053 0.18 -0.01 -0.24
H 7.061486 6.418556 -7.218523 0.09 -0.16 -0.06
H 6.938136 6.568156 -9.568263 0.10 -0.27 0.60
H 5.623606 5.305176 -9.637643 -0.12 0.60 0.42
H 6.965186 5.132246 -10.589493 0.83 -0.30 0.27
H 5.811826 3.045726 -8.960443 -0.08 0.07 0.55
H 6.927656 2.783816 -7.523053 -0.31 -0.36 -0.23
H 7.496836 2.303836 -10.526363 -0.44 -0.24 0.39
H 8.268086 1.591166 -9.044713 -1.35 -0.88 -0.22
H 9.205166 3.726166 -10.490433 0.02 -0.04 -0.21
H 9.993826 2.753136 -9.336533 -0.24 0.00 0.49
H 9.274836 5.451976 -8.614283 0.01 -0.26 -0.47
H 9.024926 4.063646 -7.536083 0.26 0.34 0.18
C 2.224856 -2.078264 -9.198253 -0.36 -0.54 -0.08
C 1.043006 -1.662704 -8.278693 1.13 0.54 0.02
C -0.055654 -2.700334 -8.263633 -1.09 0.06 -0.51
N -1.296934 -2.570734 -7.268633 0.32 0.54 1.45
C -1.351334 -3.715774 -6.235103 -0.14 1.03 -0.75
C -1.194854 -1.268264 -6.412893 -0.71 1.95 -1.96
C -2.623054 -0.811104 -5.993403 0.50 -1.30 1.82
C -3.521924 -1.628204 -6.879453 -1.37 -1.28 -0.64
C -2.695944 -2.325794 -7.945073 1.26 0.96 -0.27
H 1.781746 -2.147704 -10.191703 0.58 0.01 -0.27
H 2.759646 -3.004494 -8.988043 -0.58 -0.42 0.30
H 3.052676 -1.369804 -9.168493 -0.53 0.53 -0.15
H 0.710276 -0.770724 -8.809503 -0.28 0.38 0.78
H 1.466396 -1.443474 -7.298493 -0.34 0.20 0.11
H 0.424766 -3.674374 -8.171163 -0.68 -0.23 0.25
H -0.570684 -2.583374 -9.217133 0.22 -0.63 -0.16
H -0.463664 -3.632234 -5.608073 -0.04 -0.09 -0.16
H -1.418994 -4.699094 -6.700513 0.01 0.24 -0.18
H -2.238614 -3.499134 -5.640213 0.10 -0.28 0.07
H -0.339194 -1.201574 -5.740953 -0.42 -0.64 0.19
H -1.075014 -0.432704 -7.102513 1.17 -0.48 -0.68
H -2.709134 -1.016224 -4.926343 -0.61 -0.30 0.06
H -2.850814 0.253086 -6.054333 0.74 0.00 -0.50
H -4.078244 -2.454944 -6.437733 0.06 0.23 0.93
H -4.326284 -1.071964 -7.360793 0.25 0.30 -0.11
H -3.216174 -3.178504 -8.381363 0.65 -0.39 0.29
H -2.487574 -1.627744 -8.755873 0.24 -0.09 -0.08
N -0.423414 2.220876 0.436007 0.93 -3.96 4.52
S 0.323636 0.770866 1.102267 1.81 1.79 4.06
O 1.572486 1.117956 1.821827 -2.91 -0.61 -1.36
O 0.312366 -0.438474 0.352337 -0.47 0.39 -0.13
F -0.752524 0.546326 2.286717 0.26 0.14 -0.54
S 0.249256 2.010696 -0.907963 2.42 4.31 -8.91
O -0.523074 1.261556 -1.878523 1.26 -1.33 1.30
O 1.713296 2.260066 -1.080443 -2.99 -2.32 1.43
F -0.206254 3.428596 -1.445793 -0.63 1.87 0.11
N -0.962734 3.636576 -8.847573 0.95 2.41 4.85
S -0.416914 4.405466 -7.433153 -2.60 0.95 4.60
O 0.193116 5.744396 -7.539943 -1.32 -2.88 -0.17
O 0.112736 3.462536 -6.441693 -0.67 1.53 -1.57
F -1.934534 4.687376 -6.706173 1.54 -0.06 -1.37
S 0.505286 3.631286 -9.366783 4.45 -2.55 -8.06
O 1.712686 3.081036 -8.631353 -3.40 2.16 -1.42
O 0.690066 4.631416 -10.457433 0.41 -1.86 3.31
F 0.124376 2.306236 -10.276643 0.74 0.01 0.06


(3)
86
Properties=species:S:1:pos:R:3:forces:R:3 method="wB97M-V/def2-TZVPD" fmax_ha_per_bohr=0.0937 multiplicity=2 lumo_energy_ev="-5.58 / -8.84" total_charge=+1
Cl -20.863150 -4.077561 22.152636 -0.17 0.40 0.91
C -20.128228 -2.899753 23.331517 1.73 -0.99 -0.58
C -19.489097 -1.760109 22.546445 -1.22 -0.71 0.78
Cl -20.894659 -0.893829 21.850161 0.24 0.86 -0.07
H -19.331717 -3.469950 23.809575 0.14 -0.12 -0.12
H -20.721986 -2.573833 24.185522 -0.65 -0.03 -0.69
H -18.874541 -2.066145 21.699819 -0.09 -0.09 0.34
H -18.937284 -1.208126 23.307310 0.00 0.67 -0.47
Cl -21.237680 -1.023203 26.189124 -0.06 0.48 -0.74
C -20.943600 -1.576309 27.802301 0.21 0.01 2.31
C -19.588397 -2.225866 28.088198 -0.78 -0.95 -2.11
Cl -19.387523 -3.602492 26.841917 -0.02 0.23 0.89
H -21.804920 -2.150225 28.144091 0.31 -0.71 -0.43
H -21.009034 -0.764211 28.526393 0.18 0.68 -0.39
H -19.610801 -2.649449 29.092276 0.39 0.07 -0.20
H -18.726583 -1.621457 27.805253 -0.23 0.27 0.68
C -16.069668 -1.238312 29.542433 0.07 -1.56 -0.26
C -15.875439 -2.509608 28.956659 0.12 0.76 1.41
C -15.769579 -2.674918 27.593714 0.19 -0.77 0.11
C -15.825396 -1.576611 26.749778 -1.09 -1.10 0.36
C -16.053826 -0.351182 27.326526 0.08 1.45 -0.63
C -16.199220 -0.192272 28.698239 0.17 0.99 -0.50
N -15.918946 -1.829585 25.274396 2.85 -0.81 0.09
O -15.403994 -2.843689 24.788493 -1.02 0.56 1.39
O -16.316450 -0.928765 24.598461 -1.33 1.25 -0.57
H -16.107638 -1.048961 30.605030 -0.06 -0.43 0.11
H -15.780924 -3.325123 29.658373 0.02 -0.40 -0.33
H -15.629021 -3.677866 27.218569 0.00 0.03 -0.31
H -16.035985 0.579422 26.778741 -0.27 -0.21 -0.58
H -16.374679 0.789318 29.113081 0.08 0.20 -0.21
C -16.584674 -6.310346 25.909989 1.18 0.37 0.06
C -15.650063 -7.254986 26.360408 -1.68 1.02 -1.55
C -14.873734 -7.763399 25.347360 1.41 -1.70 1.16
C -15.001779 -7.470315 23.998395 0.49 -0.13 0.86
C -15.868123 -6.533025 23.549675 0.11 -0.18 0.61
C -16.601111 -5.925574 24.574169 -1.55 0.26 -0.91
N -14.032125 -8.073287 23.086066 3.19 -2.33 2.75
O -13.831364 -7.672124 21.982010 -0.92 0.66 -1.15
O -13.274799 -8.929569 23.636846 -1.73 1.29 -1.41
H -17.119424 -5.750505 26.662995 -0.60 -0.01 -0.22
H -15.723248 -7.546317 27.397790 0.81 -0.24 -0.05
H -14.080551 -8.438883 25.631919 -0.04 -0.20 -0.20
H -15.807780 -6.409706 22.478442 -0.75 0.85 -0.04
H -17.364655 -5.226088 24.267388 0.06 0.41 0.08
C -24.097103 -5.272937 18.960249 0.33 -0.69 -0.61
C -25.445504 -5.479189 18.859176 -1.96 0.55 2.02
C -26.232990 -5.461784 20.058031 0.96 0.53 1.77
C -25.601747 -5.319255 21.349333 2.22 -0.07 -2.03
C -24.165626 -5.237549 21.355885 -1.09 0.16 0.78
C -23.472181 -5.187025 20.192001 0.32 0.07 -1.19
N -26.242474 -5.103177 22.650268 -4.15 0.88 -0.13
O -27.473538 -4.833424 22.713922 1.88 -0.65 -1.47
O -25.621903 -5.093226 23.675927 2.06 -0.23 0.56
H -23.474239 -5.290507 18.078133 -0.07 0.24 -0.18
H -26.007261 -5.495533 17.936914 0.29 -0.24 -0.18
H -27.312829 -5.467873 20.075755 -0.09 -0.17 -0.36
H -23.502303 -5.150790 22.203744 -0.74 -0.04 0.68
H -22.402595 -5.039275 20.168165 0.04 -0.11 0.33
C -15.578079 -3.578668 20.964163 0.60 1.60 -0.49
C -14.294056 -3.826048 20.416475 -0.72 -0.03 0.72
C -13.257864 -2.920656 20.561987 0.22 1.10 1.05
C -13.479189 -1.717244 21.274885 -1.82 -0.92 0.27
C -14.785973 -1.448219 21.765643 0.35 0.05 0.35
C -15.838690 -2.375146 21.663345 1.60 -1.02 -1.93
N -12.349505 -0.792630 21.555904 1.01 1.47 -0.79
O -11.210776 -1.227475 21.359282 -1.55 0.21 0.42
O -12.571559 0.394507 21.865348 -0.23 -2.28 -0.21
H -16.439635 -4.135251 20.626027 0.11 -0.68 0.37
H -14.084912 -4.778213 19.951677 -0.11 0.04 -0.31
H -12.260067 -3.100973 20.190114 -0.03 -0.18 -0.07
H -15.014204 -0.516375 22.261598 0.36 0.16 0.05
H -16.875968 -2.181528 21.893496 0.34 0.41 0.51
C -24.405318 -2.162809 24.430848 -1.10 -0.13 1.70
C -24.534214 -1.163159 23.463765 0.25 0.92 -2.85
C -25.660153 -0.434631 23.247400 -0.48 0.59 1.21
C -26.688290 -0.639886 24.149498 0.07 -2.00 0.60
C -26.638217 -1.657507 25.199636 -0.04 1.66 -0.65
C -25.454932 -2.266317 25.421206 0.44 -1.38 -0.77
N -27.952806 -0.032960 23.874275 -2.20 1.44 -0.23
O -28.931460 -0.348481 24.526284 0.71 -0.47 0.20
O -27.973454 0.796316 22.987080 0.40 -0.03 -0.13
H -23.608402 -2.891695 24.436735 0.20 0.09 -0.10
H -23.922042 -0.963896 22.596622 1.43 -0.72 0.53
H -25.761329 0.314643 22.476191 0.06 -0.17 -0.11
H -27.566224 -1.828145 25.725076 0.13 -0.17 0.25
H -25.417352 -3.085923 26.123508 0.20 0.12 0.23


Number 1: E_tot -7802.878 eV. Number 2: E_tot -150310.074 eV. Number 3: E_tot -113782.690 eV.